[1]
Formula: C15H54N14O12
Source: the OMol25 dataset
Level of theory: ωB97M-V with the def2-TZVPD basis set

The geometry in XYZ format:
```
95
Properties=species:S:1:pos:R:3:forces:R:3:lowdin_charge:R:1
N 2.76300 -7.45200 17.12000 -3.80 2.98 1.50 0.136
C 3.68700 -7.48000 16.20100 -2.46 4.08 -6.99 -0.619
N 4.60000 -8.30700 16.61400 8.22 -1.57 -0.83 0.110
O 3.54000 -6.91700 14.92500 1.39 -3.10 7.14 -0.098
H 2.03400 -6.73900 16.90300 0.57 -0.90 0.66 0.174
H 3.02600 -7.61200 18.12500 -0.29 0.21 -0.65 0.089
H 5.56200 -8.00800 16.27800 -1.54 -0.86 -0.26 0.174
H 4.85300 -8.66000 17.55200 -1.19 0.97 0.43 0.078
N 5.65000 -11.22600 18.10900 -4.14 -1.86 -0.02 0.159
C 6.55800 -10.35100 18.42700 -2.99 5.27 1.79 -0.616
N 7.72100 -10.73600 18.02000 5.24 -0.18 -0.19 0.174
O 6.23600 -9.12800 18.95000 1.81 -5.25 -2.31 -0.102
H 4.59600 -11.01700 18.32000 2.51 -0.57 -0.33 0.084
H 5.95100 -12.10000 17.66500 -0.50 0.74 0.31 0.125
H 8.47600 -10.12700 18.27300 0.32 0.22 -0.04 0.121
H 8.04800 -11.69100 17.79000 -0.98 1.05 0.28 0.144
N 3.38900 -10.50000 15.54500 6.06 -0.73 -1.45 0.164
C 2.18600 -10.79500 15.87600 -4.19 -5.47 1.40 -0.651
N 1.65000 -9.92900 16.67200 -2.15 3.89 2.69 0.132
O 1.57900 -11.98900 15.68600 2.40 3.29 0.08 -0.133
H 4.02000 -11.32000 15.48600 -0.89 0.71 -0.85 0.125
H 3.95000 -9.69900 15.99900 -1.32 -1.08 -1.08 0.068
H 0.89700 -10.14600 17.40400 0.68 0.04 -1.88 0.094
H 2.13900 -8.96500 16.84100 -1.36 -1.87 -0.62 0.086
N 0.19200 -9.85200 22.56200 -0.24 3.02 2.09 0.185
C -0.10400 -11.02400 22.11200 -7.44 -4.36 1.23 -0.614
N 0.81600 -11.50700 21.33400 0.58 -2.85 -2.24 0.130
O -1.29600 -11.69100 22.34900 5.87 3.48 -1.12 -0.118
H 1.11800 -9.51000 22.67600 0.76 -0.19 -0.17 0.062
H -0.43900 -9.40900 23.17300 -0.97 0.28 0.66 0.115
H 0.54500 -12.40700 20.88500 0.99 0.51 0.52 0.093
H 1.74100 -11.09900 21.31200 -0.50 -0.14 -0.24 0.044
N 3.39900 -10.37600 21.03400 1.10 -0.20 2.15 0.179
C 3.40300 -9.75800 19.87100 0.25 7.29 0.20 -0.488
N 3.13200 -10.57200 18.90500 0.05 -1.53 -1.62 0.163
O 3.55100 -8.36300 19.67100 -0.88 -6.77 1.32 -0.123
H 3.57200 -9.81800 21.85400 0.24 0.29 0.45 0.080
H 3.58900 -11.39200 21.16200 0.03 1.28 -0.66 0.091
H 2.94000 -10.22100 18.00100 -0.64 0.40 -0.90 0.055
H 2.95100 -11.57400 19.06200 -0.29 0.84 -0.19 0.078
N 2.73300 -13.22400 18.56900 5.84 0.48 -1.47 0.158
C 1.52200 -13.55300 18.77600 -4.20 -3.23 7.91 -0.668
N 0.72500 -13.40300 17.80400 -2.74 -0.55 -4.29 0.159
O 1.11500 -13.90200 20.01200 1.66 1.15 -4.43 -0.075
H 3.33000 -13.31300 19.37600 0.49 -0.53 0.08 0.055
H 3.22200 -13.34700 17.66400 -0.98 0.19 0.69 0.162
H -0.27300 -13.61600 17.86500 0.80 -0.30 0.15 0.158
H 1.15000 -13.03000 16.91200 -0.84 0.04 0.09 0.083
N -2.02900 -11.16200 17.13900 -0.29 -1.16 -1.59 0.161
C -1.42600 -10.62000 18.18500 -4.68 4.81 5.35 -0.549
N -0.19300 -10.98000 18.50100 3.09 -0.17 2.46 0.112
O -2.13700 -9.71000 19.01400 3.81 -4.60 -4.65 -0.141
H -3.01700 -10.94800 17.07500 0.36 -0.07 -0.18 0.119
H -1.60000 -11.86100 16.49300 -0.53 1.19 0.97 0.130
H 0.17300 -10.71600 19.47300 -1.34 -0.11 -1.73 0.122
H 0.26500 -11.88700 18.24000 -1.35 1.48 -0.16 0.049
C -0.88200 -7.08300 20.72800 0.46 -1.31 0.76 -0.061
C 0.56400 -7.55100 20.47600 -2.82 0.04 -2.69 -0.361
O 1.26200 -6.41600 20.17500 2.26 1.66 0.35 -0.078
H -0.95100 -6.28700 21.46900 0.29 0.02 0.08 0.070
H -1.50200 -7.92700 21.05600 0.00 0.21 -0.29 0.064
H -1.24400 -6.71100 19.79200 -0.42 0.20 -0.47 0.067
H 0.55400 -8.17300 19.54100 -0.29 -0.07 0.56 0.109
H 1.00300 -8.16400 21.18200 0.80 -0.81 1.87 0.042
H 2.19200 -6.58100 20.40200 -0.24 0.15 -0.57 0.053
C 3.55200 -12.99000 22.88100 -0.14 1.29 -1.00 -0.060
C 3.92200 -13.96700 21.72500 -0.54 -1.05 2.77 -0.255
O 4.43300 -13.30000 20.61700 -2.23 1.40 -0.86 -0.098
H 2.62000 -12.44600 22.59800 0.65 -0.36 0.53 0.065
H 4.33800 -12.25700 23.21200 -0.31 -0.48 -1.16 0.069
H 3.40100 -13.43500 23.83000 -0.68 -1.23 0.65 0.065
H 3.01800 -14.56000 21.38800 1.08 0.57 0.63 0.130
H 4.75300 -14.57900 22.13700 -0.79 -0.32 -0.38 0.127
H 5.33100 -13.43600 20.61700 3.23 -0.15 -0.27 0.064
C 6.44000 -10.46500 22.22100 -1.17 0.01 0.59 -0.091
C 7.06000 -9.09300 22.23400 -1.35 0.59 -0.55 -0.288
O 6.19400 -8.13000 21.62000 -0.14 -0.21 0.35 -0.106
H 6.04300 -10.69800 21.21200 -0.04 0.17 0.75 0.067
H 5.74400 -10.66400 23.04800 -0.69 0.63 -0.60 0.050
H 7.12300 -11.21100 22.48600 1.83 -1.17 -0.04 0.052
H 7.88300 -9.18600 21.59200 1.84 0.10 -0.66 0.082
H 7.37800 -8.70100 23.20800 -0.23 -0.27 -0.19 0.122
H 6.05900 -8.41700 20.69100 0.05 0.20 0.44 0.025
C 3.80500 -9.00100 24.68900 -0.07 -1.11 -1.09 -0.102
O 3.08500 -8.92000 23.48000 -0.90 -0.61 -1.11 -0.151
H 4.06700 -10.07200 24.77000 -0.04 0.61 0.32 0.091
H 3.20900 -8.67500 25.49400 -0.64 0.23 1.21 0.072
H 4.66900 -8.40700 24.58900 1.33 0.61 0.23 0.070
H 2.87600 -8.03700 23.17000 0.36 0.42 0.38 0.099
C 4.90700 -5.52600 18.79300 2.39 0.69 0.37 -0.198
O 3.72200 -4.94400 19.16100 -2.18 0.96 0.34 -0.109
H 4.94900 -6.52800 19.13300 0.26 -1.28 0.31 0.027
H 5.73400 -4.96500 19.29700 -0.10 -0.52 -0.63 0.098
H 5.10500 -5.53300 17.70000 -0.60 0.43 0.57 0.092
H 3.63500 -4.82900 20.12900 0.40 -0.21 -0.97 0.102
```
Forces are in eV/Å.

Summary:
Frontier orbital gap = 7.62 eV
Spin multiplicity = 1
HOMO level = -8.5 eV
Energy above the lowest of the compared OMol25 structures with the same formula, charge and spin = 57.76 kcal/mol
SMILES = NC(N)=O.NC(N)=O.NC(N)=O.NC(N)=O.NC(N)=O.NC(N)=O.NC(N)=O.CCO.CCO.CCO.CO.CO

=====

[2]
Formula: CH3Br3SSi
Source: the OMol25 dataset
Level of theory: ωB97M-V with the def2-TZVPD basis set

The geometry in XYZ format:
```
9
Properties=species:S:1:pos:R:3:forces:R:3:lowdin_charge:R:1
C -0.81458 0.44105 0.31116 -0.22 -0.47 -1.17 -0.689
Si 0.94256 -0.09195 -0.22668 0.46 0.74 2.23 -0.243
S -1.67219 -1.21186 0.00163 -0.24 1.21 -1.77 0.569
Br 1.81253 -1.38893 1.42607 -0.44 0.82 -0.92 0.283
Br 2.54120 2.60773 0.76231 -1.06 -1.77 -0.87 -0.317
Br 1.23376 -1.17693 -2.08989 0.17 0.57 -0.12 0.378
H -0.73163 0.50933 1.40137 -0.13 0.35 -0.25 0.021
H -1.36903 1.30013 -0.18650 1.02 -1.12 0.80 0.069
H -1.94263 -0.98857 -1.39947 0.44 -0.31 2.07 -0.071
```
Forces are in eV/Å.

Summary:
Frontier orbital gap = 6.79 eV
Spin multiplicity = 1
HOMO level = -9.1 eV
Energy above the lowest of the compared OMol25 structures with the same formula, charge and spin = 62.05 kcal/mol

=====

[3]
Formula: C14H24ClI2N2O10
Source: the OMol25 dataset
Level of theory: ωB97M-V with the def2-TZVPD basis set

The geometry in XYZ format:
```
53
Properties=species:S:1:pos:R:3:forces:R:3:lowdin_charge:R:1
C 2.37921 -2.18675 3.13737 -1.00 -0.32 1.22 -0.299
C 1.82415 -0.72065 2.80306 0.58 -1.20 0.00 -0.741
I 2.69899 0.60014 4.35026 -0.36 -0.47 -0.75 0.934
C 2.25499 -0.12603 1.36555 -0.01 1.27 0.60 -0.628
I 3.41736 -1.61204 0.21704 -0.26 0.74 0.01 0.872
C 1.08370 0.56845 0.53065 -0.67 0.97 -0.41 -0.399
N 0.08401 1.23153 1.46094 1.04 -1.06 0.37 0.103
C 1.44161 1.84559 -0.41809 0.19 -0.59 -0.59 -0.271
C 2.12031 3.09921 0.32784 0.52 -0.16 0.08 -0.053
N 0.07724 2.05297 -1.05262 0.00 -0.48 0.14 0.061
C -0.87796 0.92046 -0.83507 -0.84 1.24 -0.35 -0.312
O -2.10740 0.98164 -0.99217 4.43 -0.43 0.32 0.090
C 0.13079 -0.26383 -0.44397 -0.55 -1.14 -0.51 -0.226
C 0.66236 -0.72630 -1.89583 0.69 0.05 -0.54 -0.160
O -0.49829 -1.00763 -2.73670 1.62 0.39 -0.64 -0.139
C -0.28825 -0.60225 -4.10142 -1.65 -0.92 -0.25 -0.210
O -0.96290 0.66019 -4.28623 0.33 -1.52 -0.98 -0.137
C -2.23465 0.50911 -4.95049 -1.56 1.14 -0.12 -0.183
C -3.45614 0.17127 -3.95891 -0.61 0.13 -0.35 -0.182
O -4.66122 0.21051 -4.81278 0.13 -0.59 0.58 -0.142
C -0.39910 -1.62681 0.21099 -0.29 -1.43 -0.13 -0.021
C -1.91217 -2.01375 -0.11520 -4.02 1.71 1.91 -0.368
O -2.85666 -1.54230 0.56950 3.93 -1.69 -2.56 0.061
O -2.31016 -2.88985 -1.18425 2.30 0.50 2.15 0.029
H 1.99835 -2.43494 4.20187 0.59 0.49 -1.62 0.084
H 3.51542 -2.26659 3.19336 -1.63 0.20 -0.42 0.049
H 1.90032 -2.99760 2.46598 0.97 1.38 0.79 0.058
H 0.70507 -0.73528 3.00351 1.57 0.27 -0.39 0.078
H 3.02239 0.70678 1.59297 -1.13 -1.52 -0.63 0.031
H -0.56228 0.53741 1.86146 0.37 0.43 -0.17 0.098
H 0.58572 1.66714 2.24976 -0.43 -0.21 -0.40 0.072
H 2.16360 1.64506 -1.29185 -0.88 -0.38 1.45 0.131
H 2.32200 2.88936 1.44690 -0.61 0.46 -1.69 0.071
H 3.16896 3.26267 -0.13042 -1.67 -0.27 0.67 0.081
H 1.54358 4.07258 0.18448 0.57 -1.48 0.35 0.086
H 0.19665 2.34778 -2.02916 -0.72 -0.21 0.58 0.124
H 1.28028 0.05819 -2.44588 -0.69 -0.80 1.10 0.120
H 1.28692 -1.68650 -1.87804 -0.80 1.44 0.39 0.078
H -0.81598 -1.39998 -4.75328 0.77 1.20 1.02 0.147
H 0.80202 -0.59579 -4.43953 -1.28 0.50 0.84 0.148
H -2.48441 1.54364 -5.40232 0.45 -1.60 0.75 0.139
H -2.22595 -0.21394 -5.84113 0.20 0.74 1.41 0.129
H -3.61814 0.99551 -3.17477 0.85 -1.47 -0.91 0.128
H -3.42247 -0.87787 -3.51578 0.49 1.51 -0.24 0.129
H -5.37643 -0.31271 -4.37957 1.04 0.67 -0.39 0.089
H -0.29227 -1.68312 1.35505 -0.40 0.36 -1.77 0.127
H 0.25122 -2.49732 -0.18760 -0.80 1.48 0.62 0.111
H -1.60594 -3.58076 -1.19360 -0.61 0.66 -0.51 0.106
O 0.00393 1.39451 5.86077 -0.14 0.02 0.01 -0.495
Cl 0.00936 0.80487 7.18471 -0.24 0.01 0.31 0.592
O 1.10286 1.36177 7.95432 -0.02 -0.05 -0.16 -0.400
O 0.17994 -0.62968 7.07082 0.04 0.07 -0.10 -0.410
O -1.24457 1.09194 7.84747 0.20 -0.05 -0.11 -0.384
```
Forces are in eV/Å.

Summary:
Frontier orbital gap = 7.38 eV
Spin multiplicity = 1
HOMO level = -5.9 eV
Net charge = -1

=====

[4]
Formula: C11H26N4O7SSn
Source: the OMol25 dataset
Level of theory: ωB97M-V with the def2-TZVPD basis set

The geometry in XYZ format:
```
50
Properties=species:S:1:pos:R:3:forces:R:3:lowdin_charge:R:1
O -0.52431 -1.00787 -3.87215 3.66 0.29 -0.82 -0.205
H -0.01851 -1.25381 -4.64936 0.41 -0.28 -0.24 0.057
Sn 0.19173 0.35653 -0.75881 -1.14 -0.93 1.48 1.410
N 1.68753 -1.07714 -0.86051 -0.76 -2.73 0.64 -0.282
N -0.75535 -1.63527 -0.14076 2.19 -2.19 -0.93 -0.171
N 0.94412 2.28047 -0.29204 0.10 -0.66 0.21 -0.160
N -1.13874 1.08733 0.85481 1.35 0.84 -1.07 -0.160
O 2.86994 -0.61297 -0.84884 0.97 0.23 -0.86 -0.170
O 1.97732 3.01218 -0.90675 0.19 -0.78 -0.51 -0.043
O -2.14015 0.42696 1.47527 -0.07 -0.77 -0.39 -0.069
O -1.86468 -1.86855 0.50272 -0.56 0.73 -0.04 -0.164
C 0.04489 -2.69790 -0.42593 -3.02 2.65 1.08 -0.254
C 1.36384 -2.39861 -0.85694 1.70 3.39 -0.48 -0.261
C 0.25155 2.97703 0.60310 -0.45 -0.52 0.50 -0.317
C -0.84413 2.33176 1.25751 0.40 -0.65 -0.58 -0.297
C 2.41354 -3.38710 -1.16480 0.18 -0.38 0.15 -0.005
H 2.67977 -3.33688 -2.22598 0.06 0.05 0.12 0.099
H 2.04950 -4.38909 -0.94607 0.14 0.01 -0.07 0.070
H 3.31214 -3.20810 -0.56921 -0.08 0.12 -0.07 0.094
C -0.46645 -4.03529 -0.05456 0.12 -0.44 -0.18 -0.012
H -1.49746 -4.13560 -0.41198 0.15 0.03 0.22 0.093
H -0.45277 -4.17081 1.03804 -0.10 0.11 -0.30 0.107
H 0.14703 -4.81323 -0.51020 -0.13 -0.01 0.11 0.071
C 0.66458 4.36355 0.88452 -0.35 0.57 0.41 -0.012
C -1.63205 2.96382 2.34476 0.00 0.45 0.05 -0.015
H 1.29429 4.74174 0.07758 -0.21 0.09 0.35 0.083
H 1.21379 4.40289 1.83530 -0.02 0.16 -0.18 0.100
H -0.24049 4.96998 0.98709 0.26 0.17 0.06 0.090
H -2.32240 2.24806 2.79527 0.18 0.19 -0.12 0.082
H -2.19074 3.80058 1.91734 -0.18 0.01 0.21 0.092
H -0.96326 3.37740 3.10433 -0.12 -0.04 0.04 0.088
H 2.50808 2.35658 -1.40433 -0.41 0.12 0.38 0.113
H -2.09959 -0.57012 1.05727 -0.19 0.22 0.37 0.046
C -2.32693 -0.46916 -3.07991 -2.15 2.56 2.82 0.040
H -2.43015 -1.44673 -3.48256 -0.58 0.07 -0.13 0.021
H -1.77964 0.39949 -3.39280 -0.70 -0.08 -1.13 -0.013
H -2.74681 -0.11948 -2.12371 -0.50 -1.16 0.06 -0.001
O 0.62186 0.87802 -2.61346 -0.27 1.07 -0.82 -0.317
H -0.09425 -0.13015 -3.53542 -0.27 -1.95 -0.76 -0.005
H 0.37803 1.78915 -2.87136 0.13 -0.54 0.38 0.059
C 1.41231 -0.15505 3.95236 -0.17 0.17 -0.08 -0.235
S 1.68822 -0.44068 2.19597 0.37 -0.77 -0.30 0.783
C 3.06716 0.67759 1.93256 0.24 0.09 0.35 -0.246
O 2.23286 -1.83516 2.10438 -0.31 0.56 0.05 -0.510
H 1.42684 0.92207 4.15096 -0.05 -0.21 0.05 0.053
H 2.20596 -0.68285 4.49414 -0.17 0.16 -0.13 0.064
H 0.42593 -0.57256 4.18838 0.31 0.08 0.02 0.057
H 3.86578 0.35387 2.61089 -0.06 0.16 -0.17 0.067
H 3.37707 0.58215 0.88558 -0.14 -0.10 0.29 0.031
H 2.75281 1.70534 2.15032 0.03 -0.18 -0.02 0.052
```
Forces are in eV/Å.

Summary:
Frontier orbital gap (spin up / spin down) = 6.25 / 6.28 eV
Spin multiplicity = 1
HOMO level (spin up / spin down) = -6.9 / -7.1 eV

=====

[5]
Formula: C6H8N3O4PS
Source: the OMol25 dataset
Level of theory: ωB97M-V with the def2-TZVPD basis set

The geometry in XYZ format:
```
23
Properties=species:S:1:pos:R:3:forces:R:3:lowdin_charge:R:1
N -0.87762 -1.45216 0.17396 0.62 0.98 5.67 0.048
C -1.40325 -0.06444 0.33347 1.33 0.45 1.24 -0.298
C -0.62037 0.95662 -0.49612 -0.98 0.10 -0.04 -0.122
C 0.79448 0.97377 -0.08954 0.51 -0.41 -1.24 -0.393
C 1.90014 0.59755 -0.80423 -0.05 0.73 1.63 -0.095
N 2.99235 0.76501 -0.01226 -1.02 0.14 -1.52 -0.143
P 4.58275 -0.06504 -0.36648 2.63 0.91 1.54 -0.119
O 4.59393 -0.52079 -1.78481 -0.75 0.44 -0.55 -0.492
O 5.60673 1.01887 0.05671 -1.68 -1.48 -0.41 -0.535
S 4.38084 -1.66292 0.90442 0.02 0.17 0.11 -0.162
C 2.49848 1.26318 1.12993 2.99 -1.44 0.62 -0.256
N 1.20126 1.30119 1.12837 -1.03 1.95 2.93 0.075
C -2.83824 -0.09365 -0.08967 -2.50 0.06 -0.43 -0.535
O -3.65633 0.82054 -0.09323 1.41 -0.42 0.34 0.038
O -3.22639 -1.29405 -0.55772 2.63 -1.21 0.38 0.012
H -0.50648 -1.66276 -0.67005 1.70 0.00 -3.60 0.041
H -0.02187 -1.50433 0.83744 -1.87 -0.28 -1.33 0.160
H -1.21335 0.37013 1.40844 -0.76 -1.43 -1.69 0.183
H -0.59047 0.53699 -1.52190 -0.60 0.99 0.00 0.130
H -1.21589 1.91412 -0.27656 1.11 -0.96 -1.12 0.142
H 2.04025 0.12713 -1.68314 0.18 -1.24 -3.06 0.067
H 3.31626 1.27438 1.87698 -1.38 0.61 0.33 0.118
H -2.29657 -1.88788 -0.38450 -2.52 1.37 0.18 0.137
```
Forces are in eV/Å.

Summary:
Frontier orbital gap = 5.09 eV
Spin multiplicity = 1
HOMO level = -0.1 eV
Net charge = -2
Energy above the lowest of the compared OMol25 structures with the same formula, charge and spin = 10.46 kcal/mol
SMILES = N[C@@H](Cc1cn(P([O-])([O-])=S)cn1)C(=O)O

=====

Results for DFT total energy: -2273.2742, -8449.6641, -2465.0206, -1792.5017, -1438.3319 (in Ha, following the order of the records).
Results for max |F|: 0.185, 0.047, 0.097, 0.085, 0.112 (in Eh/bohr, following the order of the records).